DFT (ωB97M-V with the def2-TZVPD basis set) results for an isolated ion of composition C5H9N2 and charge +1 at a distorted geometry.

Atoms and positions in Å:
C: -1.42 -0.72 -0.84
C: -3.04 -2.71 -1.42
C: -0.57 0.43 -0.59
C: 1.79 0.05 -0.18
C: 0.50 1.57 1.27
N: -2.21 -1.74 -1.08
N: 0.46 0.34 0.43
H: -2.99 -3.64 -0.89
H: -0.61 1.30 -1.21
H: 2.51 -0.19 0.60
H: 1.70 -0.79 -0.86
H: 2.12 0.92 -0.73
H: 1.47 2.05 1.22
H: -0.25 2.28 0.93
H: 0.30 1.33 2.32
H: 0.23 -0.46 1.03

Output
- maximum force (Eh/bohr) = 0.141
- Kohn-Sham gap (alpha / beta) (eV) = 8.122 / 8.122
- E_HOMO (alpha / beta) (eV) = -12.731 / -12.731
- net charge = +1

***

DFT (ωB97M-V with the def2-TZVPD basis set) results for a 2-piece molecular cluster, C5H12N2O overall at a distorted geometry.

Atoms and positions in Å:
H: -1.35 0.73 0.05
N: -1.06 1.59 -0.40
C: 0.03 1.65 -0.97
N: 0.73 2.55 -1.64
O: 0.99 0.41 -1.49
C: 0.34 -0.72 -2.04
H: 0.76 3.49 -1.26
H: 1.48 1.83 -2.05
H: -0.40 -1.13 -1.34
H: -0.17 -0.47 -2.98
H: 1.09 -1.48 -2.24
C: -1.63 -0.81 2.05
C: -0.53 -1.34 1.55
C: 0.86 -0.83 1.78
H: -1.60 0.07 2.69
H: -2.61 -1.22 1.84
H: -0.60 -2.22 0.93
H: 0.85 0.04 2.45
H: 1.32 -0.54 0.84
H: 1.48 -1.61 2.23

Output
- maximum force (Eh/bohr) = 0.065
- Kohn-Sham gap (eV) = 10.587
- E_HOMO (eV) = -9.603
- net charge = 0
- structure (SMILES) = [H]/N=C(/N)OC.C=CC

***

DFT (ωB97M-V with the def2-TZVPD basis set) results for the molecule C3H7N3O.

Atoms and positions in Å:
C: -0.03 -1.79 -0.76
N: -0.94 -0.99 -0.32
C: -0.77 0.37 -0.23
N: -1.93 1.16 -0.48
C: 0.35 1.05 0.19
N: 1.51 0.08 0.73
O: 0.58 2.22 0.48
H: -0.21 -2.86 -0.72
H: 0.89 -1.45 -1.25
H: -1.98 1.92 0.19
H: -2.75 0.58 -0.41
H: 1.21 -0.90 0.81
H: 2.33 0.13 0.13
H: 1.75 0.49 1.63

Output
- maximum force (Eh/bohr) = 0.007
- Kohn-Sham gap (alpha / beta) (eV) = 6.904 / 6.903
- E_HOMO (alpha / beta) (eV) = -6.624 / -6.623
- net charge = 0
- structure (SMILES) = C=N/C(N)=C(\[NH3+])[O-]

***

DFT (ωB97M-V with the def2-TZVPD basis set) results for the molecule C5H10O.

Atoms and positions in Å:
C: -1.42 -1.04 0.07
C: -0.50 0.14 0.29
C: -1.09 1.40 -0.29
C: 1.50 -0.74 0.70
C: 1.97 0.26 -0.23
O: 0.74 -0.25 -0.76
H: -1.86 -1.10 -0.95
H: -2.26 -0.94 0.78
H: -0.94 -1.99 0.29
H: -1.52 1.27 -1.30
H: -0.37 2.23 -0.33
H: -1.90 1.72 0.38
H: 1.74 -1.77 0.46
H: 1.18 -0.52 1.71
H: 2.80 0.02 -0.89
H: 1.94 1.31 0.08

Output
- maximum force (Eh/bohr) = 0.007
- Kohn-Sham gap (alpha / beta) (eV) = 7.337 / 7.337
- E_HOMO (alpha / beta) (eV) = -6.694 / -6.694
- net charge = 0

***

DFT (ωB97M-V with the def2-TZVPD basis set) results for C36H50BaN9O5S2SbSi as an isolated structure.

Atoms and positions in Å:
Ba: -0.52 -0.17 0.35
C: -2.90 -1.87 3.35
C: -2.04 -0.65 3.48
N: -0.76 -0.65 3.42
N: -0.21 -1.87 3.08
C: 1.05 -2.03 3.42
N: 1.58 -3.21 2.93
S: 2.08 -1.07 4.40
C: -2.71 0.68 3.62
C: -3.77 0.97 2.76
C: -4.42 2.18 2.89
C: -4.01 3.06 3.88
C: -2.94 2.69 4.68
N: -2.29 1.53 4.56
H: -3.05 -2.11 2.29
H: -3.88 -1.70 3.80
H: -2.40 -2.72 3.82
H: 1.10 -3.58 2.12
H: 2.59 -3.22 2.88
H: -4.03 0.27 1.97
H: -5.23 2.44 2.21
H: -4.50 4.02 4.04
H: -2.58 3.36 5.46
C: 3.00 2.50 3.94
N: 1.63 2.99 3.83
C: 0.87 2.74 5.07
C: 0.94 2.51 2.69
N: 1.11 1.39 2.12
N: 0.00 3.44 2.26
C: -0.88 3.35 1.19
N: -1.96 4.22 1.35
N: -0.66 2.61 0.19
H: 3.51 3.09 4.70
H: 3.51 2.64 2.99
H: 3.05 1.44 4.22
H: 1.36 3.28 5.89
H: 0.83 1.67 5.30
H: -0.15 3.10 4.97
H: 1.72 0.79 2.68
H: 0.01 4.31 2.78
H: -2.38 4.14 2.27
H: -2.66 4.05 0.64
H: -1.47 2.59 -0.44
O: -4.69 -0.34 -1.60
S: -3.40 -0.29 -0.93
O: -2.93 1.10 -0.66
O: -3.42 -0.99 0.40
O: -2.31 -0.96 -1.72
C: 0.46 -3.42 -3.01
C: -1.05 -3.62 -2.86
Sb: -1.66 -3.58 -0.79
C: -1.23 -5.71 -0.51
C: -1.19 -6.15 0.96
C: -3.75 -3.88 -1.16
C: -4.54 -4.16 0.11
H: 0.77 -3.41 -4.06
H: 1.02 -4.22 -2.51
H: 0.78 -2.48 -2.57
H: -1.38 -4.57 -3.29
H: -1.60 -2.81 -3.34
H: -0.27 -5.91 -0.98
H: -1.99 -6.28 -1.07
H: -0.45 -5.58 1.52
H: -0.95 -7.21 1.07
H: -2.15 -5.98 1.46
H: -3.83 -4.71 -1.87
H: -4.12 -2.97 -1.64
H: -4.18 -5.06 0.63
H: -5.61 -4.32 -0.11
H: -4.47 -3.31 0.78
O: 1.40 -0.39 -1.29
Si: 2.09 0.59 -2.32
C: 0.84 1.72 -3.19
C: -0.50 1.34 -3.21
C: -1.48 2.18 -3.74
C: -1.12 3.41 -4.28
C: 0.22 3.79 -4.28
C: 1.18 2.96 -3.73
C: 3.06 -0.37 -3.64
C: 3.31 0.11 -4.93
C: 4.04 -0.64 -5.85
C: 4.52 -1.89 -5.50
C: 4.27 -2.40 -4.23
C: 3.55 -1.64 -3.32
C: 3.33 1.79 -1.54
C: 4.69 1.86 -1.85
C: 5.53 2.77 -1.21
C: 5.03 3.63 -0.25
C: 3.67 3.57 0.08
C: 2.84 2.67 -0.56
H: -0.83 0.40 -2.79
H: -2.52 1.88 -3.69
H: -1.87 4.07 -4.69
H: 0.51 4.76 -4.70
H: 2.22 3.29 -3.70
H: 2.93 1.08 -5.22
H: 4.22 -0.24 -6.85
H: 5.08 -2.48 -6.22
H: 4.63 -3.38 -3.96
H: 3.33 -2.04 -2.33
H: 5.10 1.19 -2.60
H: 6.58 2.80 -1.47
H: 5.68 4.33 0.26
H: 3.27 4.24 0.84
H: 1.79 2.64 -0.30

Output
- maximum force (Eh/bohr) = 0.007
- Kohn-Sham gap (eV) = 6.673
- E_HOMO (eV) = -2.703
- net charge = -2

***

DFT (ωB97M-V with the def2-TZVPD basis set) results for a 2-piece molecular cluster, C8H11ISi overall at a distorted geometry.

Atoms and positions in Å:
C: 2.59 2.63 0.48
C: 2.77 1.30 0.24
C: 1.30 3.20 0.41
C: 1.71 0.48 -0.02
C: 0.20 2.36 0.14
C: 0.39 1.05 -0.06
C: -1.55 -1.70 -1.47
C: -1.24 -1.50 1.71
Si: -1.52 -0.61 0.02
I: -3.62 0.76 -0.13
H: 3.56 3.05 0.71
H: 3.82 1.14 0.15
H: 1.10 4.24 0.26
H: 1.69 -0.55 -0.06
H: -0.75 2.79 0.29
H: -2.27 -2.43 -1.26
H: -1.75 -1.02 -2.27
H: -0.54 -2.04 -1.46
H: -2.32 -1.76 2.13
H: -0.46 -2.24 1.66
H: -0.82 -0.75 2.27

Output
- maximum force (Eh/bohr) = 0.086
- Kohn-Sham gap (eV) = 9.405
- E_HOMO (eV) = -8.925
- net charge = 0

***

DFT (ωB97M-V with the def2-TZVPD basis set) results for the molecule C5H5NO at a distorted geometry.

Atoms and positions in Å:
N: -0.18 1.68 -2.66
C: -0.16 0.76 -1.96
C: -0.10 -0.41 -1.10
C: -0.89 -0.38 0.20
C: 0.61 -0.43 0.23
C: 0.81 0.48 1.40
O: 1.30 1.56 1.54
H: 0.02 -1.34 -1.66
H: -1.27 0.63 0.36
H: -1.28 -1.05 0.97
H: 0.97 -1.44 0.46
H: 0.18 -0.07 2.20

Output
- maximum force (Eh/bohr) = 0.037
- Kohn-Sham gap (eV) = 10.841
- E_HOMO (eV) = -10.345
- net charge = 0
- structure (SMILES) = N#C[C@@H]1C[C@@H]1C=O

***

> Number 4 is which compound?

C5H10O

***

What did the sixth record say?
DFT (ωB97M-V with the def2-TZVPD basis set) results for a 2-piece molecular cluster, C8H11ISi overall at a distorted geometry.

Atoms and positions in Å:
C: 2.59 2.63 0.48
C: 2.77 1.30 0.24
C: 1.30 3.20 0.41
C: 1.71 0.48 -0.02
C: 0.20 2.36 0.14
C: 0.39 1.05 -0.06
C: -1.55 -1.70 -1.47
C: -1.24 -1.50 1.71
Si: -1.52 -0.61 0.02
I: -3.62 0.76 -0.13
H: 3.56 3.05 0.71
H: 3.82 1.14 0.15
H: 1.10 4.24 0.26
H: 1.69 -0.55 -0.06
H: -0.75 2.79 0.29
H: -2.27 -2.43 -1.26
H: -1.75 -1.02 -2.27
H: -0.54 -2.04 -1.46
H: -2.32 -1.76 2.13
H: -0.46 -2.24 1.66
H: -0.82 -0.75 2.27

Output
- maximum force (Eh/bohr) = 0.086
- Kohn-Sham gap (eV) = 9.405
- E_HOMO (eV) = -8.925
- net charge = 0

***

> The highest net charge belongs to which entry?

C5H9N2